{"formula": "C8H29N14O10Pb", "method": "the ωB97M-V functional and the def2-TZVPD basis", "total_charge": 1, "multiplicity": 1, "species": ["O", "N", "H", "H", "H", "H", "N", "O", "N", "H", "H", "C", "H", "O", "O", "H", "H", "O", "N", "H", "H", "H", "H", "C", "H", "H", "N", "O", "N", "O", "H", "C", "H", "N", "H", "H", "C", "N", "H", "C", "Pb", "N", "H", "H", "O", "N", "H", "H", "N", "H", "O", "H", "C", "N", "H", "N", "H", "N", "C", "H", "O", "C"], "coordinates": [[2.27728, 0.95537, -3.46485], [6.12816, -1.69049, 0.88325], [2.70448, 1.83659, -6.39850], [4.29947, -3.56502, -0.65870], [-2.23868, 6.33607, -2.37856], [-3.09942, 6.25964, -3.67441], [-2.63664, 5.65575, -3.01014], [-0.37382, -3.80120, -3.22069], [0.10240, -5.73073, 3.05283], [6.79806, -2.37930, 1.19452], [-6.15786, -3.88519, 1.11442], [-0.90351, -4.93244, 3.23567], [-1.26246, -6.13660, 4.86062], [4.00967, -1.55576, 0.48739], [-4.76209, -1.32461, 0.28683], [0.68911, -5.70015, 2.23129], [-1.02861, -4.46916, -4.78831], [-1.53253, 1.38616, 3.84996], [-1.61689, -5.40187, 4.26509], [2.27270, 4.87923, 3.43886], [4.05651, 5.04919, 3.49023], [6.18138, -0.69406, 1.03939], [-1.92214, 3.61118, 5.96457], [5.04817, -2.18762, 0.51466], [-3.70871, 4.43090, -4.66476], [5.05814, 4.32174, 1.76044], [4.29697, 3.72195, 1.47588], [2.16979, 3.47382, 1.66073], [-2.93485, 2.96394, 3.98746], [-1.01950, -3.94282, 2.51497], [6.02027, -3.82253, -0.23357], [-1.06367, -3.11720, -3.95256], [-3.44934, 2.91960, -3.95319], [-5.95609, -2.90712, 1.26529], [3.97317, 0.57821, -6.09286], [1.44760, 2.26696, -5.26294], [2.76065, 0.94648, -4.63683], [3.90594, 0.65399, -5.08796], [4.62303, 0.47361, -4.39996], [3.16005, 3.96275, 2.01982], [-0.53472, 0.02893, 0.00429], [5.13581, -3.34447, -0.13716], [0.34309, -6.38832, 3.78067], [-6.03983, -2.41091, 2.14099], [-2.33118, 3.76059, -1.97683], [3.19319, 4.79498, 3.03180], [-5.66833, -4.25462, -0.60327], [4.31934, 3.44837, 0.50390], [-1.36750, 2.99001, 5.39306], [-3.26069, 3.88613, 4.23946], [-1.13584, -3.60307, -5.18827], [-2.33434, -4.76864, 4.58818], [-5.30975, -2.44739, 0.25409], [2.15797, 1.62127, -5.57688], [-4.69507, -3.11793, -1.46833], [-3.29118, 3.91587, -3.90284], [-0.45590, 2.67763, 5.69557], [-5.27993, -3.32477, -0.67130], [-2.80204, 4.38466, -2.85630], [-3.48143, 2.41201, 3.34192], [-1.55405, -2.02499, -3.74293], [-1.92397, 2.32536, 4.43480]], "lowdin_charge": [-0.040, 0.178, 0.108, 0.118, 0.120, 0.112, 0.159, 0.014, 0.145, 0.127, 0.111, -0.747, 0.109, 0.007, -0.033, 0.125, 0.094, 0.050, 0.155, 0.118, 0.113, 0.137, 0.120, -0.826, 0.129, 0.111, 0.173, 0.071, 0.161, 0.001, 0.108, -0.940, 0.134, 0.165, 0.128, 0.122, -0.748, 0.167, 0.136, -0.872, 1.602, 0.159, 0.108, 0.130, 0.058, 0.168, 0.124, 0.126, 0.178, 0.123, 0.105, 0.114, -0.791, 0.140, 0.132, 0.179, 0.124, 0.177, -0.881, 0.123, 0.050, -0.868]}

---

{"formula": "C4H10NO3P", "method": "the ωB97M-V functional and the def2-TZVPD basis", "multiplicity": 1, "species": ["H", "H", "H", "O", "C", "O", "C", "H", "P", "H", "H", "N", "O", "H", "C", "C", "H", "H", "H"], "coordinates": [[2.02040, -2.07666, 0.99790], [1.36611, -1.60774, 2.68154], [-1.45407, -0.22917, -0.77464], [1.37152, -1.14198, -1.56574], [-0.86631, 0.50983, -1.20751], [-0.28271, -2.53923, -1.17530], [1.65637, -1.32481, 1.61503], [0.09922, 0.23994, 1.72425], [0.92892, 0.20677, -0.55760], [-1.97793, 0.72518, -3.13567], [-0.50472, -0.02003, -3.20971], [0.68320, -2.33833, -1.83729], [1.20079, -2.90762, -2.74904], [2.42639, -0.60235, 1.91074], [0.47881, -0.62566, 1.06583], [-0.97164, 0.70413, -2.66304], [-1.38855, 1.42717, -0.74752], [-0.57789, 1.64166, -2.97408], [-0.27582, -1.30985, 0.96662]], "lowdin_charge": [0.044, 0.102, 0.028, -0.303, -0.403, 0.107, -0.189, 0.117, 1.055, 0.096, 0.025, -0.449, 0.131, 0.072, -0.451, -0.185, 0.111, 0.064, 0.027]}

---

{"formula": "C4H2BrNS", "method": "the ωB97M-V functional and the def2-TZVPD basis", "multiplicity": 1, "species": ["C", "N", "C", "H", "Br", "S", "H", "C", "C"], "coordinates": [[-0.76152, -1.64298, 0.25206], [0.51913, -1.26526, -0.74347], [0.65941, 1.12750, 0.31997], [1.49070, -1.66927, -0.56625], [-2.89128, 0.54800, 0.31349], [2.22122, 1.59050, -0.00396], [-0.04747, 1.77124, 0.55422], [0.10039, -0.07131, -0.15235], [-1.29059, -0.38842, 0.02629]], "lowdin_charge": [0.102, 0.062, -0.550, 0.129, 0.754, 0.728, -0.007, -0.493, -0.726]}

---

{"formula": "C15H15AsCdN3O7SSe", "method": "the ωB97M-V functional and the def2-TZVPD basis", "total_charge": -1, "multiplicity": 1, "species": ["C", "H", "C", "C", "H", "N", "O", "N", "C", "H", "O", "C", "C", "S", "C", "H", "C", "H", "C", "H", "N", "O", "H", "C", "C", "H", "O", "As", "O", "Se", "H", "H", "Cd", "H", "C", "H", "H", "O", "C", "C", "C", "H", "H", "O"], "coordinates": [[4.41566, 1.56652, 0.72413], [0.27706, -0.17758, 4.23173], [3.05136, 1.59452, 0.45783], [-4.39374, -0.70038, -2.33197], [-3.85994, -3.28458, 0.46333], [2.48806, 0.80542, -0.44967], [0.73316, -2.09838, -0.79847], [-0.84244, 2.95202, 2.54893], [2.14006, 2.53512, 1.19743], [5.20576, -0.84488, -1.49277], [-0.99364, -1.10848, -3.93397], [1.04466, 0.59162, 4.25503], [3.24976, -0.03978, -1.12387], [-0.48954, -2.30898, -1.65057], [-3.11624, -0.94438, -1.85257], [0.63456, 1.49622, 4.69003], [-2.91724, -1.86548, -0.81827], [-6.13434, -2.85468, -0.40177], [-1.18574, 1.94812, 2.08513], [1.46816, 2.79992, 3.13703], [1.90586, 2.09012, 2.56633], [-2.28444, 1.19942, -3.69637], [1.19066, 2.60722, 0.64683], [1.52876, 0.81782, 2.84253], [-5.29174, -2.30608, -0.80477], [6.27006, 0.62132, 0.21903], [-1.70974, -2.07318, -0.29207], [-1.67404, 0.04752, -2.72247], [1.65816, -0.10608, 2.05333], [-1.68964, 0.36132, 1.42633], [2.59966, 3.52522, 1.26043], [2.73526, -0.67148, -1.83417], [0.20556, -0.27818, -0.07317], [1.87166, 0.23112, 4.86433], [5.20956, 0.67292, 0.02683], [4.83116, 2.21802, 1.47733], [-4.49364, 0.03732, -3.12187], [-0.65114, -3.71158, -1.96727], [-4.02684, -2.55528, -0.31587], [4.62016, -0.13828, -0.92667], [-5.48604, -1.36878, -1.80957], [-1.18064, -0.70338, -4.78727], [-6.47834, -1.16428, -2.18597], [-0.43584, 0.58522, -1.78247]], "lowdin_charge": [-0.019, 0.080, -0.287, -0.094, 0.115, 0.059, -0.561, 0.032, -0.117, 0.101, -0.342, -0.003, -0.124, 0.745, -0.217, 0.071, -0.452, 0.097, -0.894, 0.106, 0.058, -0.494, 0.114, -0.582, -0.095, 0.102, -0.373, 0.784, -0.043, 0.619, 0.127, 0.105, 1.216, 0.084, -0.066, 0.112, 0.098, -0.374, -0.014, -0.053, -0.103, 0.024, 0.092, -0.632]}

---

{"formula": "CHFIPS", "method": "the ωB97M-V functional and the def2-TZVPD basis", "multiplicity": 1, "species": ["F", "P", "I", "H", "C", "S"], "coordinates": [[1.28345, -0.11213, -1.44826], [-0.91558, 0.63354, 0.31422], [-1.96274, -0.09405, -1.75376], [-1.17857, -0.19377, 1.44485], [0.80235, -0.00556, 0.22815], [1.97110, -0.22802, 1.21480]], "lowdin_charge": [-0.390, 0.375, 0.387, -0.088, -1.069, 0.784]}

---

{"formula": "C55H64Cl2KN7O8P2S", "method": "the ωB97M-V functional and the def2-TZVPD basis", "total_charge": -2, "multiplicity": 1, "species": ["H", "H", "O", "C", "C", "C", "C", "H", "C", "H", "C", "C", "P", "C", "C", "C", "C", "H", "H", "H", "H", "N", "C", "N", "C", "H", "H", "C", "H", "C", "H", "C", "H", "C", "C", "H", "H", "H", "H", "H", "H", "C", "H", "H", "H", "C", "O", "C", "H", "H", "H", "O", "H", "C", "H", "H", "H", "H", "C", "H", "C", "C", "H", "S", "H", "N", "H", "H", "C", "O", "C", "C", "H", "H", "C", "C", "Cl", "H", "H", "H", "H", "O", "H", "C", "H", "H", "C", "C", "C", "C", "H", "O", "H", "K", "O", "P", "H", "H", "C", "H", "C", "N", "H", "H", "O", "C", "H", "H", "H", "H", "C", "C", "C", "C", "H", "Cl", "C", "C", "H", "C", "C", "C", "C", "C", "C", "H", "C", "H", "H", "H", "H", "H", "C", "H", "C", "C", "N", "N", "N", "C"], "coordinates": [[-1.76562, -0.55125, 4.51488], [2.55122, -2.21413, -9.66578], [1.77047, 2.17119, -1.83440], [0.56964, -4.22673, 2.28835], [-1.70906, 2.23258, 2.02011], [-1.14923, 1.36934, -3.69750], [3.19812, -4.01378, 1.22572], [0.40461, -2.75440, -1.11363], [1.78706, -2.92435, -9.35531], [-7.03079, -0.40992, -2.32044], [-6.14157, 0.75185, -0.71976], [1.62867, 0.90474, 2.41176], [-1.10214, 0.56966, 2.51102], [-2.99071, 3.43953, 0.34449], [2.25268, -1.32729, -3.26141], [2.82117, -5.16247, 2.00352], [2.31265, -2.91638, 1.11968], [-0.20644, 1.27754, -3.15510], [0.88592, -2.36856, -9.10054], [-1.20421, -2.87696, -2.81323], [-4.00178, -0.10479, 2.47304], [3.58229, -6.23282, 2.43747], [3.59241, 5.92432, 1.11012], [2.67672, -2.60575, -3.45810], [-2.10428, 4.62432, 2.23998], [-4.85842, -1.19847, -3.13185], [-0.94487, 1.87468, -4.64638], [1.48305, -5.23486, 2.43407], [0.76744, 2.74548, 4.22110], [6.83654, -4.94167, 2.31448], [-3.78274, 0.81139, -4.32204], [1.93090, -3.37508, -2.57280], [4.10977, -4.02987, 4.07144], [2.26722, -3.74242, -8.16364], [-2.33306, 0.10714, 3.84493], [2.68848, -0.20936, -5.03948], [-1.09151, -0.65167, -4.42871], [0.59131, -0.28259, 3.86291], [-2.47070, -4.34336, -1.30596], [-0.09814, 1.67189, 5.33876], [-1.01316, 3.45516, 3.63341], [5.55667, -5.02374, 2.83381], [4.31722, -2.12376, -4.60714], [-2.93087, -4.22645, -3.78340], [4.09685, -0.69657, -0.46995], [2.44709, 5.20899, 1.26720], [7.87200, -1.64173, 3.59879], [2.00498, 4.16575, 0.34144], [3.88476, -0.03719, -3.74445], [-4.12978, -1.12878, 3.91229], [2.53672, -4.50027, -5.32548], [0.95258, 3.53755, 0.50395], [2.61392, 0.88045, 2.88651], [-2.81840, 4.61257, 1.04523], [1.64359, 1.51242, 5.11062], [-3.62681, 0.81038, 5.42704], [4.99340, -4.81078, 0.33462], [8.87449, -1.47395, 1.79326], [-1.81429, 0.00505, -3.92628], [9.41065, -0.43865, 3.13896], [5.10382, -3.97734, 3.64614], [-3.03751, 0.18909, -4.81996], [3.85613, 6.68229, 1.83603], [2.60640, -2.65841, -6.79446], [3.18880, -4.28271, -8.37925], [2.03031, -4.78236, -2.42952], [-7.09265, 1.10390, -0.33050], [1.20724, -6.14826, 2.95117], [-3.68980, 0.72332, -0.55378], [2.83678, -5.38460, -3.14829], [-2.59999, -3.25907, -1.24452], [0.50754, 0.73192, 3.45016], [-1.80891, 2.01393, -3.10839], [9.82897, -2.16576, 3.12795], [2.93603, 3.95848, -0.75293], [4.11357, 4.71577, -0.89384], [1.43622, 5.52410, 2.64810], [5.53717, -2.05587, 4.49393], [4.41709, -3.68358, -3.77628], [-3.00541, -1.54554, 2.59688], [4.76709, 4.51634, -1.73620], [1.30534, -5.32009, -1.61917], [1.56094, -3.58678, -10.19021], [1.10116, -2.52448, -1.90435], [-2.21997, 1.85148, 5.16904], [8.62814, -3.78901, 2.09266], [3.83784, -1.66668, -0.05326], [4.43705, 5.68176, 0.00984], [-2.95965, 1.22894, 4.66492], [3.75916, -3.01672, -4.32909], [5.60997, -2.68032, -0.76833], [3.65256, -1.74390, -7.19577], [3.49998, 2.91482, -2.53744], [0.06474, 0.81297, -0.36571], [1.35058, -2.13758, -6.31970], [-2.03551, -0.76456, -2.23293], [1.50552, -4.43958, -7.81484], [-3.23172, 5.53578, 0.65164], [9.05704, -1.43203, 2.87158], [-2.80427, -2.71494, -4.67883], [2.70492, 2.95294, -1.75642], [2.66171, -1.76205, 0.52602], [-4.15136, -2.98499, -3.55988], [-5.02681, 1.80399, 0.75765], [0.07466, -2.12004, 1.35067], [0.69974, 1.72363, 4.59557], [-3.64202, -3.04882, -0.99152], [2.30351, 0.73511, -3.57082], [-2.74420, 0.69285, -5.74767], [1.51253, 1.87245, 1.91643], [7.16446, -2.78391, 3.31435], [-6.11812, -0.10345, -1.82489], [4.69976, -2.76167, -0.18550], [-3.43160, -0.72302, 3.17184], [1.59977, 0.10410, 1.66753], [5.90572, 6.63149, -0.16223], [-1.56216, 3.43907, 2.70241], [2.81784, -0.14323, -3.95850], [-0.44846, -4.33125, 2.64106], [0.89668, -3.00945, 1.60109], [4.36707, -3.93624, 0.44126], [-2.45360, 2.21636, 0.80520], [5.89410, -2.87438, 3.88249], [3.28843, -3.75546, -5.57868], [-3.08506, -3.14358, -3.71631], [-1.98684, -2.88658, -0.41938], [-4.88219, -0.54538, -2.27060], [7.20368, -5.76503, 1.71286], [-3.55069, 1.88460, 4.02331], [-3.51905, -0.75026, -5.09007], [4.13722, -4.24147, -6.06132], [-1.95260, 5.54682, 2.78624], [7.64184, -3.82474, 2.53364], [-3.53436, 3.43924, -0.59315], [-3.67649, -0.17653, -1.67563], [-2.23543, -2.59183, -2.57265], [4.82073, -6.23542, 2.67884], [1.31404, -1.25977, -2.33913], [-2.55147, 1.05857, 0.06638], [-4.98078, 1.15282, -0.10684]], "lowdin_charge": [0.099, 0.075, -0.091, -0.029, -0.308, -0.134, -0.117, 0.112, -0.119, 0.074, -0.131, -0.144, 1.080, -0.049, -0.315, -0.281, -0.140, 0.024, 0.080, 0.067, 0.062, 0.022, -0.158, 0.051, -0.132, 0.069, 0.073, -0.054, 0.046, -0.058, 0.071, -0.140, 0.121, -0.309, -0.542, 0.070, 0.096, 0.095, 0.073, 0.053, 0.075, -0.325, 0.119, 0.069, 0.105, -0.564, -0.096, -0.419, 0.091, 0.065, 0.102, -0.044, 0.080, -0.106, 0.069, 0.066, 0.108, 0.093, -0.541, 0.087, -0.022, -0.130, 0.093, 0.629, 0.100, -0.324, 0.087, 0.101, -0.332, 0.024, -0.124, -0.534, 0.081, 0.086, -0.126, -0.103, 0.686, 0.118, 0.126, 0.064, 0.101, 0.103, 0.074, -0.053, 0.049, 0.093, -0.153, -0.689, -0.131, -0.139, 0.095, -0.318, 0.115, 0.604, -0.296, 1.069, 0.105, 0.089, -0.111, 0.055, -0.235, 0.127, 0.055, 0.098, -0.049, -0.122, 0.073, 0.063, 0.067, 0.048, -0.290, -0.144, -0.065, -0.135, 0.012, 0.570, -0.128, 0.018, 0.097, -0.389, -0.030, -0.355, 0.002, -0.219, -0.123, 0.059, -0.144, 0.106, 0.072, 0.048, 0.113, 0.081, -0.037, 0.107, -0.297, -0.558, 0.017, 0.150, -0.064, -0.060]}

---

{"formula": "C6H9N", "method": "the ωB97M-V functional and the def2-TZVPD basis", "multiplicity": 1, "species": ["C", "C", "H", "N", "H", "H", "H", "C", "C", "H", "H", "C", "C", "H", "H", "H"], "coordinates": [[1.58159, 1.33212, -0.00804], [0.43227, 0.71061, -0.72772], [-1.96238, -1.82275, -0.27614], [1.69611, -0.04002, -0.55423], [-1.55476, -0.61209, 1.92210], [0.14196, 1.09262, -1.70889], [-2.27899, -0.21140, -1.09267], [-1.52390, -0.02613, 1.00392], [-0.37920, -0.28969, 0.06849], [-1.89483, 0.99428, 1.10890], [1.64378, -1.29898, -0.92192], [0.87968, -1.11833, 0.25029], [-1.75894, -0.75263, -0.30069], [2.17357, 2.07564, -0.54514], [1.58680, 1.38458, 1.07861], [1.29222, -1.29861, 1.25178]], "lowdin_charge": [-0.069, -0.192, 0.103, -0.141, 0.101, 0.140, 0.101, -0.084, -0.425, 0.102, 0.217, -0.061, -0.090, 0.105, 0.113, 0.080]}

---

{"formula": "C9H15FO4", "method": "the ωB97M-V functional and the def2-TZVPD basis", "multiplicity": 1, "species": ["C", "H", "C", "O", "O", "H", "H", "C", "H", "H", "C", "H", "H", "O", "C", "O", "H", "H", "C", "H", "C", "H", "H", "H", "H", "C", "H", "F", "C"], "coordinates": [[-0.15888, -0.89514, 0.02440], [3.08729, 2.02644, 0.04167], [0.52364, -1.09841, 2.17785], [0.63541, -2.32689, 1.60569], [2.50565, 0.79564, -2.02500], [1.11514, -1.17164, -1.67212], [-1.67640, -1.33038, -1.40198], [1.19378, -0.70326, -0.68392], [2.52940, 0.65729, 1.05964], [1.50196, 2.05478, 0.83648], [1.59926, 0.75944, -0.90884], [-3.39464, 0.04378, -0.79053], [-3.02289, 2.12926, 0.73290], [-0.05948, -0.22677, 1.31920], [-2.32992, 1.72477, -0.00592], [0.90321, -0.82263, 3.27476], [-0.28391, -3.12140, -0.16049], [-2.56186, 2.20097, -0.96510], [-2.50621, 0.22628, -0.17364], [-1.31244, -2.30236, 1.08652], [2.23163, 1.41580, 0.33268], [-1.30150, 1.99158, 0.25021], [1.99126, -1.21239, -0.13861], [-0.92987, 0.26464, -1.61813], [0.74896, 1.36001, -1.23908], [-1.31394, -0.43913, -0.88073], [3.40127, 0.69044, -1.68823], [-2.75756, -0.38787, 1.05973], [-0.35838, -2.30282, 0.55059]], "lowdin_charge": [-0.386, 0.083, -0.562, 0.058, -0.046, 0.138, 0.134, -0.063, 0.081, 0.083, -0.396, 0.140, 0.087, 0.078, -0.028, 0.168, 0.148, 0.088, -0.351, 0.141, -0.018, 0.075, 0.135, 0.118, 0.128, -0.044, 0.086, -0.018, -0.055]}

---

Taking the records one at a time from the top gives HOMO values of -9.60; -9.59; -9.26; -5.51; -9.56; -1.50; -7.82; -10.50 eV.